This record from the Open Molecules 2025 dataset describes 7 unconnected molecules or ions with the total composition C16H25BCl25O4P2 at a distorted geometry. The level of theory is ωB97M-V/def2-TZVPD.

Net charge: -1
LUMO energy in eV: 1.51
Frontier orbital gap in eV: 5.37

```
73
C16H25BCl25O4P2, DFT ωB97M-V/def2-TZVPD
C 5.0267 1.6377 -2.4774
C 5.6174 1.3503 -1.1233
C 7.1079 1.1224 -1.1007
C 4.9266 1.2298 0.0282
C 3.8587 2.1289 0.6368
C 2.3834 2.0033 0.1373
C 1.8169 3.3310 -0.3955
C 2.4757 3.7202 -1.7206
C 0.2742 3.4616 -0.5734
C -0.6477 2.4349 0.0827
P -0.8123 0.6745 -0.6630
O 0.2718 1.0821 -2.0109
B 0.3778 0.4940 -3.2077
O 1.3933 0.9388 -4.0973
O -0.4428 -0.5228 -3.6696
P -2.7803 1.1581 -1.8503
O -3.8072 1.4740 -0.5957
Cl -2.4780 3.0690 -2.7741
H 5.2286 0.7603 -3.0962
H 3.9559 1.8081 -2.4292
H 5.4726 2.5060 -2.9790
H 7.5905 2.0549 -0.8013
H 7.3785 0.3651 -0.3579
H 7.5170 0.8206 -2.0694
H 5.2171 0.3803 0.6514
H 4.1873 3.1668 0.5631
H 3.8731 1.8309 1.6872
H 1.7971 1.6579 0.9884
H 2.3600 1.2115 -0.6117
H 2.1351 4.1020 0.3201
H 2.1057 4.7004 -2.0348
H 2.1575 3.0138 -2.4906
H 3.5643 3.7451 -1.6596
H 0.0144 4.4400 -0.1431
H 0.0511 3.5691 -1.6328
H -1.6560 2.8691 0.0819
H -0.3773 2.3461 1.1423
H -0.9540 -0.6869 -1.1336
H -1.7509 0.3456 0.4480
H 0.2667 0.2392 0.1818
H 1.1980 1.8412 -4.3541
H 0.0530 -1.0729 -4.2785
H -3.3064 1.5455 0.2354
C 1.4558 -2.9769 1.3001
Cl -0.3016 -2.8187 1.1633
Cl 2.0400 -4.1287 0.0869
Cl 2.1926 -1.4102 1.0395
Cl 1.8603 -3.5755 2.9174
C 0.1639 -7.5862 3.2299
Cl 1.9190 -7.5918 3.4666
Cl -0.6320 -7.6452 4.8104
Cl -0.3108 -6.1272 2.3790
Cl -0.3027 -9.0091 2.2872
C -4.2832 -7.1779 1.4519
Cl -6.0168 -6.9039 1.2419
Cl -3.7216 -8.3403 0.2418
Cl -3.4171 -5.6603 1.2556
Cl -3.9800 -7.8270 3.0691
C 0.6113 0.3158 4.6844
Cl 1.8612 -0.9255 4.8689
Cl -0.9163 -0.3031 5.3332
Cl 1.0863 1.7618 5.5950
Cl 0.4128 0.7113 2.9871
C -9.3380 -4.7012 0.6860
Cl -9.3169 -6.4207 1.1156
Cl -8.2353 -4.4176 -0.6572
Cl -10.9794 -4.2409 0.2169
Cl -8.8316 -3.7475 2.0804
C -5.1290 6.4627 -1.5388
Cl -4.7930 4.7595 -1.3638
Cl -4.2910 7.0971 -2.9647
Cl -6.8754 6.7327 -1.7327
Cl -4.5726 7.3464 -0.1041
```

This record from the Open Molecules 2025 dataset describes 2 unconnected molecules or ions with the total composition C16H25BCl3NO2. The level of theory is ωB97M-V/def2-TZVPD.

Structure (SMILES): CC(=O)OCCCCCCCCBc1ccccn1.ClC(Cl)Cl
Net charge: 0
LUMO energy in eV: 0.45
Frontier orbital gap in eV: 9.59

```
48
C16H25BCl3NO2, DFT ωB97M-V/def2-TZVPD
C 2.9269 2.9376 2.3641
C 2.1473 2.5100 1.1409
O 2.4505 1.5530 0.4753
O 1.0894 3.2644 0.7678
C 0.4387 4.1480 1.7018
C -1.0609 4.0838 1.4330
C -1.7647 2.9892 2.2497
C -2.8254 2.2211 1.4547
C -3.3311 0.9647 2.1857
C -3.5454 -0.2516 1.2735
C -2.2763 -0.6412 0.4822
C -1.7252 -2.0705 0.7652
B -1.2679 -2.6265 -0.6229
C 0.1838 -2.4492 -1.1621
C 1.0261 -1.4665 -0.6330
C 2.2927 -1.2764 -1.1638
C 2.6934 -2.1134 -2.1884
C 1.8090 -3.0888 -2.6458
N 0.5848 -3.2468 -2.1733
H 2.9819 4.0198 2.4740
H 2.4511 2.5365 3.2636
H 3.9223 2.5056 2.2939
H 0.8321 5.1583 1.5655
H 0.6418 3.8144 2.7201
H -1.4860 5.0652 1.6605
H -1.2070 3.9072 0.3653
H -1.0174 2.2556 2.5794
H -2.2202 3.4205 3.1453
H -2.3881 1.9539 0.4898
H -3.6731 2.8806 1.2386
H -2.6125 0.6819 2.9644
H -4.2619 1.2104 2.7048
H -4.3827 -0.0552 0.5976
H -3.8497 -1.0998 1.8930
H -1.4741 0.0615 0.7188
H -2.4700 -0.5252 -0.5913
H -2.5282 -2.6961 1.1678
H -0.9281 -2.0307 1.5116
H -2.0900 -3.1209 -1.3350
H 0.6789 -0.8432 0.1824
H 2.9484 -0.5029 -0.7862
H 3.6722 -2.0210 -2.6439
H 2.1180 -3.7536 -3.4456
Cl 3.4436 -3.9390 -5.8834
C 3.1983 -5.6692 -6.1273
Cl 4.3288 -6.3054 -7.3211
Cl 3.3301 -6.5397 -4.6006
H 2.1954 -5.8108 -6.5070
```

This record from the Open Molecules 2025 dataset describes a molecular structure, C16H25Cl3OPd at a distorted geometry. The level of theory is ωB97M-V/def2-TZVPD.

Energy relative to the best compared isomer or geometry (same formula, charge and spin) in kJ/mol: 0.0
Net charge: -2
LUMO energy (spin up / spin down) in eV: 4.84 / 3.98
Frontier orbital gap (spin up / spin down) in eV: 4.89 / 5.13
Multiplicity: 5

```
46
C16H25Cl3OPd, DFT ωB97M-V/def2-TZVPD
C 1.4107 1.5263 0.6053
C 0.1240 1.9746 1.1267
C -0.6882 2.3351 -0.0214
C -0.1445 2.4049 2.5144
C 0.0649 2.0512 -1.1999
C 1.3594 1.5886 -0.8123
C 2.4325 1.1401 -1.7269
C 2.5819 1.1879 1.4282
C -2.0005 3.0275 0.0600
C -0.4268 2.2272 -2.5878
Pd -0.3946 -0.0546 0.4205
Cl -2.8358 0.4353 4.1248
Cl 0.4458 -0.9978 2.4119
Cl -2.4695 -0.1767 -0.7092
H 0.5678 1.9497 3.1967
H -1.1429 2.0922 2.8386
H -0.0581 3.4928 2.6144
H -2.5485 2.7211 0.9569
H -2.6213 2.8100 -0.8136
H -1.8274 4.1138 0.1084
H -1.4764 1.9125 -2.6692
H 0.1589 1.6191 -3.2847
H -0.3432 3.2762 -2.9048
H 2.0036 0.6958 -2.6272
H 3.0514 0.3942 -1.2333
H 3.1107 1.9301 -2.0517
H 2.2513 0.6952 2.3426
H 3.1908 2.0567 1.6886
H 3.2274 0.4873 0.9043
O 1.2105 -2.4509 -0.8307
H 1.7302 -1.6137 -0.9621
C -0.4008 -5.1847 -1.4711
C -1.1555 -4.5994 -0.2831
C -2.6706 -4.6861 -0.5226
C -0.7998 -5.2519 1.0528
C -0.8692 -3.1597 -0.2021
C -0.0251 -2.1814 -0.3238
H -0.6128 -6.2506 -1.5633
H 0.6730 -5.0401 -1.3481
H -0.7169 -4.6809 -2.3888
H -2.9909 -5.7336 -0.6101
H -3.2140 -4.2042 0.3007
H -2.9272 -4.1531 -1.4476
H 0.2622 -5.0948 1.2637
H -1.3783 -4.7824 1.8574
H -1.0108 -6.3255 1.0277
```

This record from the Open Molecules 2025 dataset describes a molecular structure, C16H25ClIO4P2Rh at a distorted geometry. The level of theory is ωB97M-V/def2-TZVPD.

Energy relative to the best compared isomer or geometry (same formula, charge and spin) in kJ/mol: 64.3
Net charge: +2
LUMO energy (spin up / spin down) in eV: -6.57 / -11.03
Frontier orbital gap (spin up / spin down) in eV: 6.50 / 3.91
Multiplicity: 5

```
50
C16H25ClIO4P2Rh, DFT ωB97M-V/def2-TZVPD
C -0.3115 -1.3844 -3.3932
C 0.3836 -0.7769 -2.3121
H -0.6048 -0.6952 -4.2021
H -1.2420 -1.8685 -3.0672
H 0.3792 -2.2101 -3.7162
O 0.7295 0.3944 -2.0716
I 0.4370 -2.5196 -0.9584
Rh 0.1059 1.1086 0.8910
P 2.3250 0.1138 -0.1348
C 3.3163 1.6830 -0.1420
C 3.0273 -0.7470 1.3265
H 4.0833 -0.9670 1.1222
H 4.2159 -0.7102 -1.3377
H 2.4563 -1.6686 1.4789
H 2.8357 -1.7999 -1.5011
H 3.1043 2.1327 0.8100
H 2.9277 -0.0880 2.1990
C 3.1408 -0.7503 -1.4806
H 4.3746 1.4948 -0.2634
H 2.9019 -0.2984 -2.4422
H 2.9494 2.3048 -0.9438
P -2.0122 0.2806 0.2482
C -2.9357 1.7522 0.8776
C -2.8891 -0.0245 -1.3107
H -2.1600 -1.9963 0.9723
H -3.6699 -1.1425 1.4088
H -2.1667 -0.8523 2.3411
C -2.5791 -1.0630 1.3530
H -2.8833 -1.0856 -1.5747
H -3.9280 0.2814 -1.1319
H -4.0047 1.5024 0.8946
H -2.7598 2.6290 0.2368
H -2.4992 0.5676 -2.1439
H -2.5774 1.9534 1.8963
C 0.0868 2.8284 0.1351
O 0.1526 3.9696 -0.1240
Cl -0.2045 2.0913 9.0042
C -0.1111 1.9054 7.3418
C 0.5609 0.7677 6.8812
C 0.8396 0.5680 5.5147
C 0.4883 1.6185 4.6171
C -0.1561 2.7654 5.0928
C -0.4760 2.8819 6.4289
C 0.6684 1.2971 3.1334
O 1.2992 2.1501 2.3110
O -0.0179 0.1275 2.8954
H 0.9387 -0.0149 7.5217
H 1.2788 -0.4076 5.2349
H -0.4855 3.5492 4.4203
H -0.9650 3.7866 6.6891
```

This record from the Open Molecules 2025 dataset describes a molecular structure, C16H25ClIrOS at a distorted geometry. The level of theory is ωB97M-V/def2-TZVPD.

Energy relative to the best compared isomer or geometry (same formula, charge and spin) in kJ/mol: 51.5
Net charge: +2
LUMO energy (spin up / spin down) in eV: -6.92 / -11.29
Frontier orbital gap (spin up / spin down) in eV: 3.32 / 3.94
Multiplicity: 6

```
45
C16H25ClIrOS, DFT ωB97M-V/def2-TZVPD
C -3.7112 -2.6262 -2.6593
C -3.8851 -3.1630 -1.2982
C -4.4984 -1.4849 -3.1044
C -2.5893 -3.1179 -3.4681
Cl 0.0800 -0.4506 -0.2304
H -5.3954 -1.7749 -3.6903
H -3.8923 -0.8190 -3.7349
H -4.8364 -0.8840 -2.2473
H -4.5850 -4.0359 -1.2382
H -4.2730 -2.3819 -0.6123
H -2.9135 -3.4929 -0.8753
H -2.8675 -3.9471 -4.1637
H -1.7663 -3.4864 -2.8256
H -2.1636 -2.3031 -4.0830
C 0.5645 2.5367 2.0086
C -0.5331 3.1209 1.2484
C -1.6294 2.1799 1.2999
H -0.5878 4.1228 0.8413
C -1.1895 1.0241 1.9554
C 0.2033 1.1719 2.2887
H 0.8455 0.4106 2.7308
H 1.4643 3.0409 2.3361
H -2.6294 2.3947 0.9208
H -1.7845 0.1479 2.2221
C 2.4626 1.2426 -0.8758
C 2.2598 2.6167 -0.4705
C 1.1590 3.1269 -1.2907
H 2.8537 3.1719 0.2547
C 0.9220 2.1616 -2.3206
C 1.7265 1.0390 -2.0911
H 1.8237 0.1598 -2.7081
H 3.1237 0.5316 -0.3907
H 0.7192 4.1216 -1.2332
H 0.2465 2.3324 -3.1590
Ir 0.5349 1.6657 0.1330
C 4.1289 0.3715 2.7651
S 3.6000 -1.2380 2.1806
C 3.0279 -2.0018 3.7057
O 2.3957 -1.0190 1.3184
H 5.1742 0.4283 2.4397
H 4.0815 0.4204 3.8596
H 3.5318 1.1645 2.2992
H 2.6800 -1.2381 4.4148
H 2.2247 -2.7022 3.4444
H 3.8971 -2.5381 4.1032
```

This record from the Open Molecules 2025 dataset describes a molecular structure, C16H25CuN5O6 at a distorted geometry. The level of theory is ωB97M-V/def2-TZVPD.

Net charge: 0
LUMO energy (spin up / spin down) in eV: -0.25 / -0.21
Frontier orbital gap (spin up / spin down) in eV: 6.48 / 6.45
Multiplicity: 2

```
53
C16H25CuN5O6, DFT ωB97M-V/def2-TZVPD
O -1.0047 0.2971 -3.8808
H -0.8596 0.7249 -4.7436
Cu -0.4750 0.1035 -1.2168
N -0.3400 1.6854 -0.1267
N 1.0405 0.8958 -2.0742
N -1.6999 -0.8455 -0.0577
N -0.3899 -1.6432 -1.9893
O -1.0470 1.9185 0.9328
O -2.1588 -0.3572 1.1074
O 0.4664 -1.9341 -2.9683
O 1.7235 0.3071 -2.9870
C 1.4217 2.0911 -1.5856
C 0.6872 2.4994 -0.4297
C -1.8804 -2.1389 -0.3094
C -1.1571 -2.5921 -1.4714
C 1.0207 3.6260 0.4774
H 1.3880 3.2479 1.4422
H 0.1313 4.2337 0.6782
H 1.7930 4.2649 0.0448
C 2.5648 2.8231 -2.1869
H 2.4443 2.8887 -3.2744
H 3.5132 2.3142 -1.9698
H 2.6155 3.8373 -1.7808
C -2.6447 -3.0404 0.5942
C -1.2720 -3.9707 -2.0294
H -3.2071 -2.4617 1.3309
H -1.9538 -3.7084 1.1274
H -3.3402 -3.6681 0.0254
H -0.7134 -4.0323 -2.9666
H -2.3278 -4.2032 -2.2208
H -0.8958 -4.7287 -1.3295
H -1.7632 0.6126 1.1104
H 1.0085 -1.0389 -3.0774
C -1.9701 1.0837 -3.1488
H -1.5406 2.0292 -2.7943
H -2.3601 0.5099 -2.2989
H -2.8206 1.3203 -3.8137
O -4.6133 2.9026 -0.9858
H -5.0197 2.0309 -1.1483
H -3.8594 2.6943 -0.3968
N 1.3937 -0.7823 0.3344
C 1.6526 -0.7675 1.4756
C 2.0051 -0.7861 2.8565
C 1.2105 -0.1047 3.7866
C 1.5591 -0.1337 5.1417
C 2.6991 -0.8423 5.5508
C 3.4880 -1.5246 4.6167
C 3.1398 -1.4987 3.2644
H 0.3278 0.4366 3.4383
H 0.9418 0.3935 5.8695
H 2.9700 -0.8627 6.6072
H 4.3740 -2.0801 4.9329
H 3.7339 -2.0262 2.5170
```

This record from the Open Molecules 2025 dataset describes a molecular structure, C16H25MoN3O2S5. The level of theory is ωB97M-V/def2-TZVPD.

Net charge: +2
LUMO energy (spin up / spin down) in eV: -7.57 / -7.72
Frontier orbital gap (spin up / spin down) in eV: 6.65 / 6.52

```
52
C16H25MoN3O2S5, DFT ωB97M-V/def2-TZVPD
Mo -0.1959 0.6288 -0.2090
C -2.4222 -2.8299 3.9408
S -1.8482 -1.1207 3.9824
C -1.2785 -0.9002 2.3807
S -0.5841 0.6970 2.0680
N -1.3222 -1.7939 1.4572
N -0.7769 -1.3627 0.2754
C -0.5396 -2.3006 -0.5694
C 0.0515 -1.9556 -1.8304
C 0.2974 -2.8930 -2.8251
C 0.8289 -2.4601 -4.0299
C 1.0957 -1.1098 -4.1990
C 0.8335 -0.2367 -3.1554
N 0.3264 -0.6468 -1.9950
H -2.3766 -3.1785 4.9698
H -1.7615 -3.4267 3.3191
H -3.4431 -2.8828 3.5729
H -0.7899 -3.3251 -0.3203
H 0.0675 -3.9360 -2.6586
H 1.0240 -3.1661 -4.8252
H 1.5024 -0.7264 -5.1236
H 1.0273 0.8245 -3.2574
C -3.7531 4.4394 -0.3623
O -3.4726 3.1877 -1.0470
C -2.3775 2.5620 -0.8165
S -1.1658 3.0087 0.2410
S -2.1001 1.0298 -1.5144
H -4.7579 4.7055 -0.6665
H -3.0384 5.1957 -0.6816
H -3.7016 4.2810 0.7141
C 6.0131 0.0817 -1.5722
C 4.6820 0.6899 -1.1443
C 4.4185 0.3979 0.3238
S 2.8124 0.8974 0.9709
O 1.8235 0.2369 -0.0389
C 2.7689 2.6603 0.5462
C 1.9970 2.9173 -0.7320
C 1.9886 4.3941 -1.1098
H 6.2252 0.3195 -2.6128
H 5.9990 -1.0040 -1.4721
H 6.8356 0.4646 -0.9683
H 3.8669 0.2751 -1.7432
H 4.6933 1.7691 -1.3139
H 5.1356 0.8888 0.9893
H 4.4626 -0.6706 0.5479
H 3.8070 2.9866 0.4651
H 2.3202 3.1717 1.3988
H 0.9424 2.6332 -0.5467
H 2.3900 2.3089 -1.5472
H 1.6483 5.0134 -0.2783
H 1.3290 4.5688 -1.9586
H 2.9867 4.7333 -1.3870
```

This record from the Open Molecules 2025 dataset describes C16H25N3O3S in the gas phase. The level of theory is ωB97M-V/def2-TZVPD.

Structure (SMILES): CC(C)COC[C@@H](O)CCC(=O)NNC(=S)Nc1ccccc1
Energy relative to the best compared isomer or geometry (same formula, charge and spin) in kJ/mol: 206.3
Net charge: 0
LUMO energy in eV: 0.60
Frontier orbital gap in eV: 9.21

```
48
C16H25N3O3S, DFT ωB97M-V/def2-TZVPD
C -1.1014 -2.7629 0.3402
C -0.0017 -1.7363 0.5926
C -0.3561 -0.8371 1.7733
C 1.3352 -2.4465 0.8611
O 2.4172 -1.5602 1.0428
C 2.9482 -1.0284 -0.1575
C 3.7325 0.2430 0.1869
O 4.9552 -0.0816 0.8095
C 4.0412 1.0790 -1.0631
C 3.0846 2.2628 -1.2380
C 1.6478 1.7975 -1.2852
O 1.2199 0.9150 -2.0100
N 0.8243 2.4318 -0.4240
N -0.5071 2.0439 -0.3529
C -1.2937 2.5323 0.6227
S -0.7536 3.7404 1.6268
N -2.5490 2.0378 0.7738
C -3.1915 1.0003 0.0888
C -3.0311 0.7878 -1.2788
C -3.6849 -0.2656 -1.8938
C -4.5120 -1.1044 -1.1672
C -4.7048 -0.8711 0.1852
C -4.0527 0.1734 0.8105
H -1.2267 -3.4049 1.2094
H -0.8568 -3.3869 -0.5162
H -2.0469 -2.2626 0.1416
H 0.1083 -1.1201 -0.3073
H 0.4324 -0.1082 1.9450
H -0.4690 -1.4330 2.6764
H -1.2918 -0.3145 1.5903
H 1.2656 -3.0072 1.7979
H 1.5556 -3.1507 0.0468
H 2.1550 -0.7912 -0.8701
H 3.6275 -1.7585 -0.6239
H 3.1181 0.8324 0.8891
H 4.7648 -0.7190 1.5075
H 3.9981 0.4409 -1.9461
H 5.0600 1.4529 -0.9603
H 3.2180 2.9794 -0.4277
H 3.3100 2.7593 -2.1841
H 1.0594 3.1503 0.2589
H -0.6768 1.1595 -0.8247
H -3.0108 2.3742 1.6091
H -2.4364 1.4634 -1.8731
H -3.5488 -0.4237 -2.9527
H -5.0137 -1.9268 -1.6528
H -5.3616 -1.5087 0.7574
H -4.1998 0.3528 1.8659
```

This record from the Open Molecules 2025 dataset describes C16H25N3O4S in the gas phase at a distorted geometry. The level of theory is ωB97M-V/def2-TZVPD.

Structure (SMILES): CCCNS(=O)(=O)c1ccc(OCC(=O)N2CCN(C)CC2)cc1
Energy relative to the best compared isomer or geometry (same formula, charge and spin) in kJ/mol: 1675.5
Net charge: 0
LUMO energy in eV: 0.10
Frontier orbital gap in eV: 9.09

```
49
C16H25N3O4S, DFT ωB97M-V/def2-TZVPD
C 0.6891 -7.4247 -1.8419
C -0.1148 -6.6555 -2.9544
C -1.2312 -5.6774 -2.3052
N -0.9270 -4.7413 -1.2256
S 0.3601 -3.4902 -1.7019
O 1.7686 -3.8047 -1.1507
O 0.0428 -3.2307 -3.2812
C -0.3252 -2.0373 -0.9366
C 0.2777 -1.8260 0.3396
C -0.0671 -0.6106 0.9213
C -1.3041 0.1534 0.4696
O -1.8893 0.9797 1.3269
C -1.2960 1.4989 2.5242
C 0.1013 1.9637 2.2599
O 1.0198 1.6437 3.2848
N 0.3652 2.9475 1.4225
C -0.2478 3.6493 0.5456
C -0.2583 5.0869 0.8494
N 0.7956 5.6698 0.4299
C 0.9557 6.9394 0.7438
C 1.8096 4.8597 1.7106
C 1.8052 3.4451 1.2770
C -2.0322 -0.3892 -0.5822
C -1.2589 -1.4068 -1.4514
H 1.2729 -8.1719 -2.2708
H -0.1440 -8.1022 -1.1805
H 1.1665 -6.7080 -1.3330
H -0.5478 -7.2747 -3.7966
H 0.5705 -6.0257 -3.4184
H -2.0215 -6.2300 -1.6977
H -1.6541 -4.8720 -3.1301
H -0.2753 -5.1098 -0.4248
H 1.4071 -2.2477 0.7732
H 0.3692 -0.5906 2.1021
H -1.3419 0.7134 3.1477
H -1.8584 2.4195 2.7351
H -1.3398 3.1772 0.5077
H 0.1871 3.3221 -0.3927
H -0.9265 5.5615 -0.1167
H -1.0115 5.2521 1.6936
H 0.4962 7.3112 1.9161
H 2.0375 7.3617 0.5014
H 0.4217 7.4868 0.1202
H 2.6979 5.3077 1.6573
H 1.3942 5.1142 2.7575
H 2.2680 2.9485 2.1198
H 2.2399 3.2012 0.3652
H -2.5821 0.2648 -0.9210
H -1.8644 -1.6525 -2.3885
```

net charge of number 1 (C16H25BCl25O4P2)? -1